No. 1
C23H28ClCoN2O2PS | ωB97M-V with the def2-TZVPD basis set

Calculated values
2S+1: 4
gap between HOMO and LUMO (alpha / beta): 9.2 / 7.6 eV
total charge: +2

```
59
Properties=species:S:1:pos:R:3:forces:R:3
Co -0.119 1.381 -0.914 -1.120 1.048 0.557
Cl 1.587 0.950 -2.370 0.287 0.534 -1.401
S 1.493 2.581 0.469 0.208 -0.220 -0.746
P 0.251 -0.714 -0.011 0.539 -1.068 0.505
O -1.745 2.811 -0.984 0.404 -0.708 0.030
O -1.745 0.394 -2.183 0.285 0.293 0.162
N -0.194 3.024 2.451 0.003 0.173 0.258
N 1.973 3.748 2.754 -0.044 0.101 0.100
C -0.432 -2.308 -0.555 -0.275 0.149 -0.010
C -1.211 -0.463 3.748 -0.029 0.072 0.093
C -2.930 0.800 -1.514 -0.124 0.399 0.311
C 4.665 -1.279 -1.216 -0.159 0.042 -0.031
C 1.323 -0.465 2.592 -0.127 -0.123 -0.183
C 0.192 -0.643 1.799 -0.068 0.160 -0.164
C 1.050 3.158 2.007 -0.362 -0.150 -0.092
C -1.596 4.208 -1.231 0.183 0.694 0.033
C -1.886 0.240 -3.595 0.049 -0.140 -0.405
C -1.079 -0.613 2.382 0.194 0.009 -0.184
C -1.216 -4.784 -1.532 -0.006 0.106 0.111
C 1.179 -0.312 3.959 -0.018 0.060 0.118
C 4.102 -2.096 -0.250 -0.010 -0.086 0.104
C -0.700 -3.830 -2.400 -0.041 -0.040 -0.048
C 2.779 -1.930 0.121 0.005 0.112 -0.145
C -0.081 -0.313 4.537 0.047 0.036 -0.026
C -0.310 -2.596 -1.916 -0.054 0.047 0.204
C 2.570 -0.173 -1.496 0.531 -0.984 0.976
C -3.007 2.325 -1.441 -0.356 -0.528 -0.285
C -0.971 -3.255 0.312 0.207 0.185 -0.063
C -1.345 -4.495 -0.181 -0.073 -0.159 -0.145
C 2.000 -0.947 -0.485 -0.264 0.305 -0.015
C 3.899 -0.315 -1.852 -0.173 0.182 -0.203
H -0.187 -0.184 5.602 0.002 -0.039 0.171
H 2.908 3.875 2.394 -0.150 -0.043 -0.012
H -2.136 1.178 -4.096 -0.004 0.033 0.110
H 2.054 -0.194 4.579 0.113 0.018 0.076
H -0.597 -4.055 -3.450 0.015 -0.009 -0.087
H -0.930 -0.118 -3.970 -0.018 0.025 -0.015
H 1.754 4.170 3.644 0.019 -0.057 -0.025
H -0.467 3.382 3.355 -0.108 -0.108 -0.023
H -3.216 2.743 -2.433 0.050 0.017 0.134
H -1.713 4.428 -2.296 -0.015 -0.118 0.064
H -1.072 -3.045 1.366 0.021 -0.012 0.090
H -3.797 2.635 -0.747 0.082 -0.015 -0.136
H 4.315 0.310 -2.625 0.109 0.050 -0.111
H -2.654 -0.506 -3.811 0.054 0.056 0.065
H -1.519 -5.748 -1.914 0.009 -0.061 0.011
H -0.878 2.543 1.887 0.144 0.107 0.177
H -0.595 4.501 -0.918 -0.074 -0.054 0.066
H 2.307 -0.454 2.144 0.036 0.024 0.041
H 5.699 -1.399 -1.497 0.136 -0.011 -0.036
H 2.335 -2.563 0.880 0.035 -0.031 -0.015
H 4.694 -2.867 0.217 0.074 -0.063 0.055
H -2.346 4.770 -0.666 0.106 -0.098 -0.041
H -2.189 -0.458 4.201 -0.156 -0.015 0.052
H -1.730 -5.246 0.492 -0.068 -0.024 0.063
H 0.107 -1.859 -2.587 0.075 0.035 -0.113
H -2.859 0.380 -0.504 -0.097 -0.007 -0.082
H -1.958 -0.709 1.758 -0.128 -0.087 -0.010
H -3.821 0.402 -2.009 0.097 -0.013 0.111
```
Positions in Å, forces in eV/Å.

No. 2
C23H28ClN5O2 | ωB97M-V with the def2-TZVPD basis set

Calculated values
gap between HOMO and LUMO: 6.9 eV
energy relative to the best compared isomer or geometry (same formula, charge and spin): 21.5171 eV

```
59
Properties=species:S:1:pos:R:3:forces:R:3
Cl 0.647 6.027 -1.289 1.023 3.291 0.845
O 2.053 -1.806 -1.803 -1.699 -1.071 -1.575
O -1.521 -3.991 0.202 0.482 0.366 0.524
N -0.860 0.598 1.581 -4.092 -0.151 -0.642
N -0.696 0.492 -1.927 2.349 2.465 -0.064
N 2.756 1.091 0.549 -0.343 -2.185 1.864
N 0.865 2.095 -1.503 -2.300 9.218 0.774
N -0.169 -2.428 -1.552 -1.102 8.161 -3.257
C -2.056 2.505 0.933 3.579 -2.170 1.746
C -3.405 -2.484 0.502 0.259 -2.487 -10.772
C -1.587 -2.123 -1.414 -0.799 3.216 5.241
C 0.145 -5.844 0.243 -6.381 5.739 -9.627
C -0.851 4.176 -1.933 -13.832 -5.882 -6.629
C 2.864 0.755 -0.831 -4.833 5.837 -0.011
C -0.452 1.852 -1.852 -4.396 -2.425 -2.551
C 1.409 3.375 2.454 -8.968 5.310 -3.125
C 0.225 4.448 -1.432 13.237 -2.164 4.253
C 0.142 2.496 1.929 2.077 15.578 -0.785
C -0.949 3.133 1.307 3.163 4.352 2.172
C 2.272 -0.066 1.244 -6.315 -2.890 2.710
C -1.973 -2.603 0.227 -0.936 -5.735 -9.397
C 0.601 0.004 -1.619 -12.373 -11.608 -5.121
C -1.404 2.781 -2.328 5.731 4.425 4.211
C -0.046 -4.163 -0.145 -4.205 -3.986 3.221
C -2.130 1.178 1.056 11.435 0.204 4.838
C 1.290 0.937 -1.340 17.727 2.236 4.722
C 0.835 -1.546 -1.903 2.156 2.771 4.543
C 1.167 0.466 2.464 9.271 -6.124 4.704
C 0.245 1.325 2.150 -9.927 -10.523 -4.442
C 1.356 3.458 -1.158 -5.341 -1.664 -1.747
C 0.084 -3.688 -1.589 3.272 -9.412 3.392
H -0.526 -4.443 -2.094 -0.508 0.790 -0.675
H -4.111 -3.129 -0.342 2.082 2.194 2.239
H 1.106 -4.080 -1.683 0.309 1.279 -1.263
H -3.454 -2.947 1.280 -1.862 -4.667 9.638
H -1.637 4.919 -2.162 0.960 0.043 0.280
H 2.815 -0.977 1.745 0.376 2.356 -0.896
H -0.567 -6.214 -0.529 0.571 -0.793 1.258
H -2.828 2.910 0.623 -6.968 4.660 -3.147
H 0.393 -3.812 0.770 1.258 1.634 -0.502
H 2.324 3.542 -0.681 -0.294 0.252 -0.202
H -2.434 2.659 -2.448 -1.085 -0.528 -0.639
H -1.897 -0.995 -1.395 1.217 -2.393 -0.648
H 1.295 4.556 2.163 0.053 -2.809 0.655
H 2.173 3.078 2.010 6.894 -2.713 -3.755
H 3.403 1.536 -1.278 0.841 1.227 -1.015
H 1.503 -0.703 0.666 1.212 1.301 0.154
H 0.063 -5.940 1.159 -2.006 -1.101 8.639
H 1.473 3.334 3.425 0.394 -0.318 5.372
H -2.191 -2.674 -2.043 -1.103 -1.348 -1.483
H -1.365 -2.065 0.715 4.250 4.215 4.382
H 0.800 -0.454 3.103 0.645 1.753 -1.557
H 3.560 1.115 1.119 2.312 1.444 -0.422
H -2.661 0.470 0.701 -4.364 -4.288 -2.312
H 3.272 -0.079 -1.106 1.972 -5.223 -1.237
H -3.461 -1.517 0.474 -1.954 5.531 0.321
H -0.751 4.303 1.379 -1.219 -2.474 -0.773
H 1.791 1.084 3.168 0.368 -1.083 -0.101
H 1.056 -5.929 0.039 7.731 -1.632 -2.327
```
Positions in Å, forces in eV/Å.

No. 3
C23H28ClN5O3 | ωB97M-V with the def2-TZVPD basis set

Calculated values
SMILES string: COc1ccc2c3ccnc(Cl)c3n(CC#N)c2c1.CNC(=O)[C@H](CC(C)C)NC(C)=O
gap between HOMO and LUMO: 8.7 eV
energy relative to the best compared isomer or geometry (same formula, charge and spin): 0.3148 eV

```
60
Properties=species:S:1:pos:R:3:forces:R:3
Cl -4.670 -1.405 6.217 -0.033 -0.073 -0.199
O 1.795 -0.879 0.823 -0.235 -0.210 0.392
O 1.610 -2.513 -2.842 -0.031 -0.346 0.212
O 4.117 0.796 -0.748 -0.433 -0.129 -0.118
N 4.001 2.714 -1.832 -0.028 1.292 -0.779
N -5.696 -2.292 3.962 1.225 0.492 0.552
N 0.902 -1.406 5.925 -2.129 0.567 -0.445
N -2.057 -1.201 4.043 0.416 0.174 1.147
N 2.113 -0.464 -2.160 0.748 1.665 0.649
C -2.128 -1.754 1.857 -0.688 -0.356 -0.604
C 3.516 1.499 -1.552 0.112 -1.394 0.704
C -0.363 -1.652 0.242 -0.677 -0.271 -0.436
C 0.012 -0.908 2.514 0.641 0.287 0.498
C 2.224 1.000 -2.241 -0.293 -0.359 0.159
C 0.503 -1.134 1.214 -0.510 -0.003 0.790
C 1.726 -0.893 -4.562 0.167 -0.009 0.274
C -3.417 -2.001 2.443 -0.397 -0.375 -1.079
C -5.704 -2.621 2.660 0.904 0.239 -0.135
C -0.353 2.303 -3.672 0.115 -0.474 0.195
C 3.476 3.702 -2.777 -0.022 -0.344 0.311
C -1.560 -0.680 5.338 -0.315 -0.106 -0.797
C -0.194 -1.104 5.667 2.114 -0.586 0.163
C -4.575 -2.487 1.853 -0.639 -0.092 0.469
C 1.816 -1.341 -3.117 -0.337 -0.877 -0.971
C -0.339 1.440 -2.406 0.075 0.689 0.013
C 0.963 1.628 -1.603 -0.048 -0.076 -0.197
C -4.566 -1.821 4.525 -0.583 -0.423 -1.129
C -3.372 -1.656 3.785 0.141 0.165 0.623
C 2.800 -0.760 1.843 0.007 0.033 0.230
C -1.544 1.842 -1.556 0.292 -0.466 0.073
C -1.307 -1.248 2.850 0.067 -0.022 -0.313
C -1.692 -1.961 0.549 1.207 0.421 0.177
H -1.283 2.135 -4.215 0.029 0.097 -0.100
H -1.453 2.880 -1.235 -0.068 0.069 0.034
H 2.557 4.145 -2.391 -0.020 0.082 -0.159
H 0.663 -0.483 3.266 0.079 -0.072 -0.037
H -0.284 3.358 -3.407 0.006 0.084 -0.046
H -4.613 -2.754 0.804 0.031 0.021 0.068
H -1.602 0.412 5.320 0.129 -0.004 0.144
H 2.255 -0.864 -1.240 -0.060 0.104 0.077
H 2.719 0.204 2.355 -0.034 -0.076 -0.047
H 2.286 1.308 -3.281 -0.079 -0.133 -0.238
H 3.280 3.242 -3.746 -0.022 0.100 0.003
H 2.715 -1.568 2.579 -0.170 0.078 -0.108
H 2.642 -0.376 -4.838 -0.020 0.215 -0.180
H -1.601 1.200 -0.676 -0.115 0.074 0.113
H 0.015 -1.838 -0.758 0.070 -0.019 0.061
H 0.476 2.043 -4.327 0.083 0.122 -0.215
H 4.844 2.947 -1.329 -0.116 -0.128 0.018
H 1.120 2.695 -1.456 0.001 0.231 0.043
H -2.188 -1.027 6.156 -0.180 0.015 -0.218
H -0.457 0.394 -2.686 0.096 -0.200 0.010
H 4.209 4.498 -2.915 -0.055 -0.186 0.050
H 1.609 -1.773 -5.192 -0.011 0.074 0.173
H 3.794 -0.822 1.389 -0.483 0.078 -0.280
H -6.621 -3.000 2.220 -0.045 0.072 0.349
H 0.865 -0.244 -4.688 -0.039 0.219 -0.166
H -2.355 -2.370 -0.207 0.111 0.054 0.074
H -2.461 1.721 -2.131 -0.074 0.080 0.057
H 0.831 1.192 -0.613 0.121 -0.086 0.095
```
Positions in Å, forces in eV/Å.

Calculated molar mass in order - 521.9, 442.0, 458.0 g/mol
Calculated E in order - -101640.9966, -48352.6961, -50421.5856 eV